[1]
A molecular structure, C24H23HfN8O5S3, computed with the ωB97M-V functional and the def2-TZVPD basis.

Last column: Mulliken charge in e.
Geometry (Å):
Hf1 1.124862 -1.094290 1.486558  0.37
O1 -0.192892 -1.530578 5.435759  -0.64
C1 0.040762 -1.165937 4.307034  0.23
N1 0.377901 -1.946919 3.236213  0.10
C2 0.769643 -3.315804 3.534318  -1.21
C3 2.163659 -3.551646 3.009332  0.94
C4 2.838235 -4.730868 3.281724  -1.02
C5 4.119828 -4.902624 2.795698  -0.20
C6 4.699841 -3.890724 2.039904  -0.82
C7 3.961757 -2.761494 1.776308  -0.17
N2 2.709019 -2.583949 2.246702  -0.06
C8 0.082081 0.318396 4.001930  0.86
C9 -0.633211 1.212317 4.776614  -0.80
C10 -0.478341 2.564439 4.520329  -0.30
C11 0.387200 2.970616 3.509556  -0.83
C12 1.034660 2.010646 2.759771  -0.14
N3 0.878471 0.698960 2.993817  -0.31
H1 0.087389 -4.031146 3.066781  0.33
H2 0.743774 -3.489700 4.611367  0.64
H3 2.354651 -5.495332 3.874186  0.47
H4 4.664186 -5.814429 3.001671  0.45
H5 5.698766 -3.982041 1.639923  0.43
H6 4.349758 -1.971874 1.149453  0.53
H7 -1.260693 0.832234 5.569859  0.50
H8 -1.013544 3.298459 5.107672  0.47
H9 0.554898 4.017633 3.302183  0.45
H10 1.701976 2.286972 1.952951  0.56
S1 0.092030 -2.897249 0.150063  -0.44
C13 1.530866 -2.621512 -0.831523  0.98
S2 2.434632 -1.101239 -0.668372  -0.52
C14 1.985474 -3.584989 -1.675729  0.78
C15 3.191336 -3.398909 -2.419356  -0.17
N4 4.172644 -3.224552 -2.992010  -0.42
C16 1.284904 -4.822857 -1.817687  -0.19
N5 0.730210 -5.824216 -1.921188  -0.41
C17 -3.240453 4.574550 -6.202813  -1.30
C18 -3.321704 3.563930 -5.067574  -0.39
S3 -1.730128 2.828212 -4.789859  1.26
O2 -1.393368 2.004821 -5.915181  -0.67
O3 -0.819377 3.849796 -4.330072  -0.67
C19 -1.970997 1.714818 -3.402159  -0.64
C20 -1.904720 2.439386 -2.067647  -1.41
N6 -1.631749 1.499624 -0.968533  0.30
C21 -0.400796 1.243781 -0.485797  0.78
N7 -0.452200 0.321671 0.476846  0.64
C22 -1.772083 -0.032353 0.619196  -0.62
C23 -2.498192 0.684941 -0.268425  -0.23
N8 -3.920344 0.602072 -0.488283  1.07
O4 -4.381666 1.210055 -1.437326  -0.61
O5 -4.539745 -0.076869 0.296794  -0.60
C24 0.816904 1.944457 -0.970130  -1.74
H11 -4.222092 5.020502 -6.351831  0.38
H12 -2.935993 4.091234 -7.129311  0.36
H13 -2.532580 5.367666 -5.968432  0.35
H14 -4.006954 2.747234 -5.297305  0.41
H15 -3.626847 4.033149 -4.129784  0.32
H16 -1.152586 0.998888 -3.506382  0.35
H17 -2.909156 1.176406 -3.531779  0.55
H18 -2.827037 2.963465 -1.840976  0.37
H19 -1.092678 3.162031 -2.076708  0.61
H20 -2.124821 -0.780103 1.309730  0.67
H21 0.726828 3.021080 -0.816526  0.48
H22 0.984788 1.764054 -2.032674  0.34
H23 1.693039 1.585706 -0.438884  0.20

Forces on atoms 1 to 6 (eV/Å):
-0.01 0.27 -0.93
-0.14 -0.04 -0.02
0.12 0.05 0.09
0.00 0.06 0.40
-0.03 -0.06 0.02
-0.05 -0.12 0.07

Summary:
Largest force on an atom   0.967 eV Å⁻¹
Highest occupied orbital energy   -11.36 eV
Charge   +1
Energy relative to the best compared isomer or geometry (same formula, charge and spin)   0.517 eV
Kohn-Sham gap   0.268 Ha

---

[2]
C4H11NS2 in the gas phase at a distorted geometry, computed with the ωB97M-V functional and the def2-TZVPD basis.

Last column: Mulliken charge in e.
Geometry (Å):
C1 -1.563564 -1.399138 3.015302  -0.83
N1 -1.093783 -0.188080 2.290461  -0.40
C2 -1.403397 -0.279396 0.810904  -0.60
C3 -0.936235 1.103215 0.058466  -0.61
C4 0.479875 1.583360 -0.075935  -0.77
S1 1.430832 0.080155 -0.534612  -0.09
S2 0.844323 -0.375270 -2.472252  -0.22
H1 -1.559623 -2.315443 2.462119  0.31
H2 -2.727450 -1.135459 3.177562  0.25
H3 -1.112474 -1.344151 4.032912  0.34
H4 -0.050756 -0.249326 2.300083  0.24
H5 -2.519103 -0.455558 0.710291  0.43
H6 -1.061914 -1.254108 0.332477  0.30
H7 -1.244072 0.904788 -0.926437  0.41
H8 -1.461297 1.956956 0.518369  0.33
H9 0.617970 2.338705 -0.941097  0.28
H10 0.932473 1.714915 0.778833  0.49
H11 1.980189 -0.171165 -3.220940  0.15

Forces on atoms 1 to 6 (eV/Å):
-3.18 3.19 1.08
1.55 -1.29 -1.68
-0.16 0.53 0.56
-1.56 -0.83 1.72
-1.29 -2.36 -5.91
0.99 -0.30 -0.82

Summary:
Largest force on an atom   6.493 eV Å⁻¹
Highest occupied orbital energy   -8.86 eV
Structure (SMILES)   CNCCCSS
Energy relative to the best compared isomer or geometry (same formula, charge and spin)   2.084 eV
Kohn-Sham gap   0.343 Ha

---

[3]
3 unconnected molecules or ions with the total composition C21H48BIN5O10P2 at a distorted geometry, computed with the ωB97M-V functional and the def2-TZVPD basis.

Last column: Mulliken charge in e.
Geometry (Å):
C1 -0.706675 0.207555 5.526247  -1.50
C2 -1.271931 0.483134 4.134596  -0.15
C3 -2.298296 -0.568885 3.657851  -1.72
C4 -1.735587 -1.666722 2.757478  0.63
C5 -2.931097 -2.545743 2.258675  -1.39
N1 -1.008997 -1.171963 1.591440  0.52
N2 -1.210828 0.084052 1.127722  -0.26
C6 -0.420482 0.322587 0.086527  -0.23
N3 0.297360 -0.759589 -0.165847  -0.53
C7 -0.078057 -1.675718 0.737088  0.26
N4 0.406467 -2.924367 0.777831  0.20
C8 1.446189 -3.236007 -0.207896  -0.79
C9 2.795326 -2.643244 0.221523  0.21
O1 3.247408 -1.640789 -0.163039  -0.36
I1 3.858548 -3.868988 1.664944  -0.01
B1 0.034741 -4.070302 1.690354  0.61
N5 -0.759787 -5.197870 1.214688  -0.63
O2 0.479425 -3.984503 2.960929  -0.53
H1 0.149541 0.868552 5.673723  0.38
H2 -0.310025 -0.804778 5.605919  0.35
H3 -1.431955 0.442032 6.301724  0.37
H4 -0.440167 0.520650 3.425673  0.40
H5 -1.736732 1.470114 4.098152  0.36
H6 -3.161858 -0.093574 3.182881  0.51
H7 -2.694598 -1.070860 4.540835  0.56
H8 -1.152599 -2.330583 3.390964  0.33
H9 -3.844848 -2.309530 2.795960  0.42
H10 -3.088464 -2.382504 1.191894  0.33
H11 -2.702232 -3.602258 2.397990  0.29
H12 -1.847985 0.792493 1.462478  0.21
H13 -0.421668 1.262642 -0.439541  0.49
H14 1.163965 -2.954012 -1.220840  0.28
H15 1.596938 -4.316255 -0.220117  0.51
H16 -1.615293 -4.874689 0.770412  0.30
H17 -0.279726 -5.709009 0.476684  0.27
H18 0.637510 -4.875213 3.306121  0.34
O3 -0.190071 -3.536741 -6.452504  -0.75
P1 1.065977 -4.244277 -6.777696  1.06
O4 1.138055 -5.557415 -5.842658  -0.29
C10 0.178727 -6.605572 -6.038332  -0.33
C11 0.556019 -7.505246 -7.200056  -0.98
O5 2.188981 -3.304051 -6.038937  -0.33
C12 1.920642 -1.934871 -5.743132  -0.46
C13 1.614253 -1.771017 -4.271608  -1.08
O6 2.119221 -4.758213 -7.873253  -0.32
C14 2.570129 -3.829866 -8.895780  -0.28
C15 3.999149 -3.416035 -8.622128  -0.98
H19 -0.817454 -6.178191 -6.182294  0.31
H20 0.161291 -7.182458 -5.114142  0.30
H21 0.497356 -6.967091 -8.147558  0.25
H22 -0.114149 -8.363682 -7.253043  0.40
H23 1.580498 -7.860136 -7.092685  0.25
H24 1.110439 -1.546369 -6.359074  0.42
H25 2.820300 -1.369067 -5.998051  0.36
H26 0.758950 -2.384160 -3.980860  0.27
H27 1.390586 -0.730352 -4.029781  0.39
H28 2.466504 -2.095965 -3.671202  0.28
H29 1.910092 -2.960988 -8.950713  0.30
H30 2.509371 -4.354321 -9.848195  0.38
H31 4.054609 -2.702399 -7.802249  0.15
H32 4.433485 -2.947711 -9.505568  0.39
H33 4.601476 -4.278966 -8.339812  0.29
O7 -2.050751 5.829172 2.362588  -0.77
P2 -1.002803 6.286442 3.301167  1.13
O8 -0.454539 4.967731 4.067406  -0.33
C16 0.236347 3.974817 3.317167  0.08
C17 1.690140 4.347479 3.087349  -1.24
O9 -1.872727 6.972375 4.497230  -0.34
C18 -3.199165 7.461301 4.267561  -0.25
C19 -4.222498 6.503135 4.835030  -1.19
O10 0.280277 7.197335 3.611002  -0.31
C20 0.225051 8.612283 3.279084  -0.29
C21 0.108436 9.433069 4.543908  -0.99
H34 -0.278150 3.798359 2.364526  0.28
H35 0.180805 3.054579 3.901010  0.02
H36 1.772467 5.218143 2.435224  0.31
H37 2.232080 3.521181 2.623648  0.42
H38 2.171568 4.603356 4.030067  0.29
H39 -3.373592 7.643562 3.207867  0.38
H40 -3.274376 8.424196 4.777957  0.32
H41 -4.120096 5.513741 4.388296  0.27
H42 -5.235539 6.862851 4.650252  0.38
H43 -4.080991 6.390085 5.910400  0.30
H44 -0.601410 8.819342 2.595340  0.30
H45 1.152859 8.852350 2.761923  0.37
H46 -0.897257 9.383402 4.956546  0.16
H47 0.336514 10.478997 4.338424  0.39
H48 0.789384 9.060023 5.308315  0.30

Forces on atoms 1 to 6 (eV/Å):
0.40 0.53 -0.42
-0.08 -0.26 -0.17
0.49 0.72 0.06
-2.04 -1.12 0.39
0.60 -0.01 -0.17
0.70 0.46 -0.08

Summary:
Largest force on an atom   6.002 eV Å⁻¹
Highest occupied orbital energy   -11.94 eV
Charge   +1
Energy relative to the best compared isomer or geometry (same formula, charge and spin)   0.000 eV
Kohn-Sham gap   0.343 Ha

---

[4]
A molecular structure, C21H14MoN5O3 at a distorted geometry, computed with the ωB97M-V functional and the def2-TZVPD basis.

Last column: Mulliken charge in e.
Geometry (Å):
Mo1 -0.507006 0.144158 0.058558  2.55
O1 -0.867109 1.471421 1.140479  -0.24
C1 -1.735239 2.359178 1.805312  0.77
C2 -1.242284 3.314379 2.655880  -0.76
C3 -2.161373 4.142499 3.261615  -0.67
C4 -3.525023 3.988743 2.999415  -0.85
C5 -3.976817 3.010105 2.134283  -0.97
C6 -3.068147 2.163759 1.513130  0.48
C7 -3.455141 1.106878 0.589284  0.81
N1 -2.666629 0.205613 -0.091227  -0.22
C8 -3.528939 -0.600247 -0.849926  -0.39
C9 -4.785595 -0.204811 -0.637253  -0.85
N2 -4.710034 0.853820 0.256379  -0.04
H1 -0.180270 3.410909 2.839929  0.51
H2 -1.820991 4.913582 3.941770  0.46
H3 -4.241099 4.643585 3.478395  0.45
H4 -5.042833 2.926745 1.959091  0.41
H5 -3.209793 -1.397609 -1.489655  0.58
H6 -5.718165 -0.574056 -1.036222  0.43
H7 -5.511204 1.360900 0.604629  0.21
O2 6.403183 -1.537154 -0.642034  -0.60
N3 5.690255 -2.260704 -1.318052  1.06
O3 6.081077 -3.156205 -2.026350  -0.55
C10 4.215515 -2.020391 -1.268823  -0.94
C11 3.457554 -2.823393 -2.024524  -0.73
C12 2.035089 -2.668320 -2.043688  1.20
C13 1.184134 -3.482943 -2.820541  -0.47
C14 -0.173753 -3.273113 -2.788469  -1.12
C15 -0.676458 -2.265987 -1.992921  0.82
N4 0.094091 -1.462343 -1.233065  -0.58
C16 1.461436 -1.685231 -1.275829  0.20
C17 2.273654 -0.844787 -0.481756  0.23
N5 1.593838 0.117642 0.257763  -0.90
C18 2.303623 0.964307 1.043874  -0.07
C19 3.672866 0.885657 1.119671  -1.03
C20 4.352233 -0.067072 0.389923  -0.07
C21 3.645693 -0.978656 -0.451065  0.77
H8 3.935930 -3.589691 -2.619931  0.64
H9 1.606449 -4.269565 -3.438777  0.53
H10 -0.856490 -3.876624 -3.370249  0.47
H11 -1.734488 -2.096666 -1.963240  -0.11
H12 1.758717 1.701625 1.607130  0.38
H13 4.204567 1.578588 1.757008  0.48
H14 5.424979 -0.128523 0.450078  0.70

Forces on atoms 1 to 6 (eV/Å):
-0.41 0.17 0.10
-0.45 1.23 0.99
1.06 -0.94 -0.69
0.43 0.04 0.07
-0.27 0.24 0.18
0.04 0.13 0.11

Summary:
Largest force on an atom   1.642 eV Å⁻¹
Highest occupied orbital energy (alpha / beta)   -18.34 / -18.34 eV
Charge   +3
Kohn-Sham gap (alpha / beta)   0.203 / 0.203 Ha

---

Number 3 is which compound?
C21H48BIN5O10P2

---

What is the largest force on an atom in the third record?
6.002 eV Å⁻¹